1.
A gas-phase ion, C5H11N2S (charge +1) in a non-equilibrium geometry, computed with ωB97M-V/def2-TZVPD.

As for the relative energy (zero: lowest compared OMol25 entry of this formula, charge and spin): 3.995 eV. Its LUMO energy (spin up / spin down) is -0.1729 / -0.1729 Ha. For the orbital gap (spin up / spin down), the calculation gives 0.2790 / 0.2792 Ha. Its total charge is +1. As for the total energy: -19168.8908 eV. As for the HOMO energy (spin up / spin down): -12.30 / -12.30 eV.

Structure (XYZ):
```
19
C5H11N2S | OMol25 | ωB97M-V/def2-TZVPD
C 0.8735 0.6456 -1.7442
C -1.2763 1.9199 -0.8202
C -0.0455 0.0626 0.3462
C -0.2131 -1.6309 2.4327
C -0.8711 -0.8606 1.2072
N 0.5812 -0.2850 -0.8255
N 1.9834 0.3731 -2.4574
S -0.2683 1.8541 -2.2014
H -2.2496 1.8845 -1.0403
H -0.8482 2.3639 0.0879
H 0.2847 0.9250 0.9874
H -0.8298 -2.5584 2.6467
H -0.1564 -1.0445 3.3679
H 0.7642 -1.7466 2.1839
H -1.7764 -0.1806 1.4520
H -1.4346 -1.4974 0.4912
H 0.4671 -1.2550 -0.9939
H 2.7827 -0.0815 -2.0553
H 2.2326 1.1117 -3.0647
```

2.
A gas-phase ion, C5H11N2S (charge +1) in a non-equilibrium geometry, computed with ωB97M-V/def2-TZVPD.

As for the relative energy (zero: lowest compared OMol25 entry of this formula, charge and spin): 4.944 eV. Its LUMO energy (spin up / spin down) is -0.1637 / -0.1698 Ha. For the orbital gap (spin up / spin down), the calculation gives 0.2976 / 0.3212 Ha. Its total charge is +1. As for the total energy: -19167.9419 eV. As for the HOMO energy (spin up / spin down): -12.55 / -13.36 eV.

Structure (XYZ):
```
19
C5H11N2S | OMol25 | ωB97M-V/def2-TZVPD
C -2.1022 -0.2555 1.1295
C -2.4796 0.5384 -0.1679
C 0.2216 -0.1116 -0.4827
C 0.0440 -1.1733 -1.4248
C 1.5075 1.0721 1.2255
N -1.0251 -0.7078 1.5703
N 1.6207 0.0840 0.0682
S -0.8715 1.2209 -0.6920
H -3.0310 -0.3239 1.7930
H -2.9572 -0.2496 -0.8223
H -3.0975 1.4497 -0.1570
H 0.5600 -2.0134 -1.1742
H 0.4016 -0.8733 -2.3995
H -1.0352 -1.3952 -1.5020
H 1.2643 2.0305 0.7111
H 0.6688 0.6142 1.7223
H 2.5373 1.3350 1.6447
H 1.8289 -0.8161 0.5466
H 2.2829 0.4059 -0.5681
```

3.
A single C5H11N3 molecule in a non-equilibrium geometry, computed with ωB97M-V/def2-TZVPD.

As for the relative energy (zero: lowest compared OMol25 entry of this formula, charge and spin): 3.999 eV. Its LUMO energy is 0.0376 Ha. For the orbital gap, the calculation gives 0.3592 Ha. As for the SMILES: C=NN1[C@H](C)[C@@H]1CN. As for the total energy: -9829.9076 eV. As for the HOMO energy: -8.75 eV.

Structure (XYZ):
```
19
C5H11N3 | OMol25 | ωB97M-V/def2-TZVPD
C -0.6756 -1.6857 2.0566
C -0.0058 -1.3411 0.7105
C 0.5263 -0.1261 0.0703
C 0.5563 1.4177 0.4768
C -0.6840 -0.0449 -2.3999
H -0.8544 -0.8477 2.7273
H -0.0813 -2.4419 2.5047
H -1.5908 -2.1599 1.7984
H 0.3881 -2.2136 0.1836
H 1.2917 -0.4437 -0.6829
H 1.4637 1.7490 1.1103
H -0.3327 1.7087 0.9153
H 1.6422 1.9399 -1.0289
H 0.7029 3.2131 -0.4891
H -0.7183 -0.5083 -3.4137
H -0.3837 0.9420 -2.1256
N 0.6970 2.2282 -0.7474
N -0.9114 -0.5039 -0.1693
N -1.0302 -0.8818 -1.4969
```

4.
A single C5H11N3 molecule in a non-equilibrium geometry, computed with ωB97M-V/def2-TZVPD.

As for the relative energy (zero: lowest compared OMol25 entry of this formula, charge and spin): 3.071 eV. Its LUMO energy is 0.0372 Ha. For the orbital gap, the calculation gives 0.3584 Ha. As for the SMILES: [H]/N=C1/C[C@]1(C)CNN. As for the total energy: -9830.8353 eV. As for the HOMO energy: -8.74 eV.

Structure (XYZ):
```
19
C5H11N3 | OMol25 | ωB97M-V/def2-TZVPD
C -0.9803 -0.5864 -1.2568
C 0.3657 1.6530 -1.3918
N 0.8701 -1.3107 0.9799
C -1.2637 0.1014 0.0036
C 0.0759 0.3538 -0.6813
N 0.4603 -0.8393 2.2532
C 1.2633 -0.2569 0.0501
N -2.1985 0.4121 0.7684
H 0.3727 -2.1073 0.5767
H -0.5556 -0.8151 2.3449
H 0.8236 -1.4763 2.9556
H -1.9440 1.0547 1.5200
H -0.8245 -1.6603 -1.2293
H -1.5200 -0.2678 -2.1382
H 0.7913 2.3811 -0.7018
H 1.0858 1.4945 -2.1962
H -0.5491 2.0701 -1.8105
H 1.7794 0.5102 0.6328
H 1.9475 -0.7106 -0.6793
```

5.
A molecular structure, C5H11N3 in a non-equilibrium geometry, computed with ωB97M-V/def2-TZVPD.

As for the relative energy (zero: lowest compared OMol25 entry of this formula, charge and spin): 3.584 eV. Its LUMO energy is 0.0338 Ha. For the orbital gap, the calculation gives 0.3576 Ha. As for the total energy: -9830.3224 eV. As for the HOMO energy: -8.81 eV.

Structure (XYZ):
```
19
C5H11N3 | OMol25 | ωB97M-V/def2-TZVPD
C 2.6452 -0.4623 0.0744
C -1.4702 -1.5549 -0.3719
C -2.0682 0.8083 0.3871
C 0.3902 0.3731 -0.1313
C -0.9859 -0.2428 0.2026
N 0.6554 1.7341 -0.3367
N 0.0835 -0.2464 1.1510
N 1.2361 -0.7204 -0.1210
H 1.3079 2.1245 0.3314
H 0.9555 1.9284 -1.2833
H 3.0822 -1.3253 0.5776
H 3.1196 -0.3853 -0.9092
H 2.8586 0.4446 0.6518
H -2.0472 -1.3894 -1.2823
H -0.6249 -2.2014 -0.5929
H -2.5066 1.0693 -0.5761
H -1.6716 1.7076 0.8477
H -2.8517 0.3911 1.0206
H -2.1076 -2.0529 0.3605
```

6.
A single C5H11N3 molecule in a non-equilibrium geometry, computed with ωB97M-V/def2-TZVPD.

As for the relative energy (zero: lowest compared OMol25 entry of this formula, charge and spin): 4.615 eV. Its LUMO energy (spin up / spin down) is 0.0353 / -0.0227 Ha. For the orbital gap (spin up / spin down), the calculation gives 0.3536 / 0.2150 Ha. As for the total energy: -9829.2913 eV. As for the HOMO energy (spin up / spin down): -8.66 / -6.47 eV.

Structure (XYZ):
```
19
C5H11N3 | OMol25 | ωB97M-V/def2-TZVPD
C 1.0083 0.3684 0.7057
C 2.0928 -0.5861 0.9586
C -1.5484 0.3632 0.3071
C -0.1614 0.0394 -0.2628
N -2.5375 0.2066 -0.6221
N 0.4283 1.1355 -1.0825
C -0.0577 -1.2433 -0.9353
N -1.7799 0.7835 1.4897
H 1.1919 1.3995 0.9934
H -2.3138 -0.4552 -1.3579
H -3.4858 0.2241 -0.2802
H 0.5609 0.8933 -2.0523
H 0.0235 2.0477 -0.9324
H -0.9044 0.8594 2.0091
H 2.5631 -0.3410 1.9181
H 2.8970 -0.5518 0.2148
H 1.6913 -1.6082 0.9250
H 0.8097 -1.4270 -1.5581
H -0.4779 -2.1079 -0.4380
```

7.
A molecular structure, C5H11N3 in a non-equilibrium geometry, computed with ωB97M-V/def2-TZVPD.

As for the relative energy (zero: lowest compared OMol25 entry of this formula, charge and spin): 4.903 eV. Its LUMO energy is 0.0370 Ha. For the orbital gap, the calculation gives 0.3148 Ha. As for the total energy: -9829.0036 eV. As for the HOMO energy: -7.56 eV.

Structure (XYZ):
```
19
C5H11N3 | OMol25 | ωB97M-V/def2-TZVPD
C 0.3358 -0.0553 1.6035
C -0.3795 -1.7687 -0.4052
C 0.2107 -0.5024 0.1302
N 1.6871 0.2424 -1.5877
N -1.9901 0.9725 0.5366
C -0.7042 1.0059 -0.1307
C 0.5231 1.1744 0.7219
N 1.5933 -0.0441 -0.1893
H 1.5951 -0.6142 -2.1366
H 2.6233 0.5991 -1.7633
H -2.3807 1.9000 0.6897
H -2.6794 0.4468 0.0076
H -0.5650 -0.1231 2.2097
H 1.2081 -0.4124 2.1512
H -0.6713 1.4350 -1.1305
H 1.1666 2.0265 0.9006
H -0.4560 -1.7433 -1.4946
H 0.2595 -2.6137 -0.1240
H -1.3762 -1.9255 0.0108
```

8.
A single C5H11N3 molecule in a non-equilibrium geometry, computed with ωB97M-V/def2-TZVPD.

As for the relative energy (zero: lowest compared OMol25 entry of this formula, charge and spin): 5.107 eV. Its LUMO energy is 0.0429 Ha. For the orbital gap, the calculation gives 0.3595 Ha. As for the SMILES: C=NN(NC)C1CC1. As for the total energy: -9828.7997 eV. As for the HOMO energy: -8.61 eV.

Structure (XYZ):
```
19
C5H11N3 | OMol25 | ωB97M-V/def2-TZVPD
C -2.6395 0.9528 -0.0745
C 1.7134 0.7236 1.0357
C 1.8736 1.0749 -0.4243
C 0.5344 1.0392 0.1939
C -0.3807 -2.2381 -0.6215
N -1.7370 0.3209 0.5459
N 0.1351 -1.1454 0.1751
N -0.4140 0.0341 -0.2424
H -3.3860 1.1692 0.6246
H -2.5791 1.5346 -1.0293
H 1.8203 -0.3092 1.2351
H 1.9472 1.4673 1.7611
H 2.2868 2.1564 -0.5767
H 2.4210 0.4103 -1.2480
H 0.0690 2.0319 0.3327
H -0.6000 -2.0025 -1.7055
H 0.3603 -3.0775 -0.7457
H -1.2623 -2.7937 -0.3714
H -0.1623 -1.3490 1.1353
```

> The lowest relative energy (zero: lowest compared OMol25 entry of this formula, charge and spin) belongs to which entry?

number 4